Arrangement one

10
Properties=species:S:1:pos:R:3:lowdin_charge:R:1 method="wB97M-V/def2-TZVPD" s2=2.01 lumo_energy_ev="0.67 / -2.49" spin_multiplicity=3 charge=0
C -0.47785 0.38409 -0.02766 -0.215
C -1.27308 -0.68650 0.01076 0.081
C 1.08015 0.09816 -0.00860 -0.514
O -1.16210 1.63269 -0.05378 0.092
O 1.91161 0.96466 0.06961 0.063
O 1.35453 -1.19633 -0.07299 0.092
H -2.33758 -0.54768 0.03355 0.074
H -0.89548 -1.68862 0.01264 0.071
H -0.51898 2.34531 0.06726 0.116
H 2.31879 -1.30579 -0.03080 0.139

=====

Arrangement two

10
Properties=species:S:1:pos:R:3:lowdin_charge:R:1 method="wB97M-V/def2-TZVPD" s2=2.01 lumo_energy_ev="0.82 / -3.33" spin_multiplicity=3 charge=0
C -0.65699 1.07950 0.13130 -0.520
C 0.24289 -0.61651 0.84543 -0.038
C -0.29962 -0.24816 -0.59042 -0.275
O -1.15139 2.11167 -0.18698 0.255
O -0.18234 0.70608 1.31622 0.011
O 0.66112 -0.26701 -1.55172 -0.014
H -0.26789 -1.49477 1.45476 0.166
H 1.25116 -0.61914 0.95514 0.078
H -1.07768 -1.00640 -0.93085 0.164
H 1.48073 0.35474 -1.44288 0.172

=====

Relative to the most stable one, in hartree, the structures come out at arrangement one 0.0000; arrangement two 0.0859.

=====

Arrangement one

14
Properties=species:S:1:pos:R:3:lowdin_charge:R:1 method="wB97M-V/def2-TZVPD" lumo_energy_ev=-4.00 charge=+1
C -4.09348 -0.22629 -0.17800 -0.003
C 0.09782 -0.36181 1.11050 -0.795
N -0.92160 -0.21716 1.65592 0.168
N 4.21866 0.24354 -1.16321 0.262
N -3.65082 0.02936 1.02192 0.020
S 1.62014 -0.36292 0.51683 0.552
H -3.48455 -0.82823 -0.79493 0.058
H -4.92542 0.28615 -0.59725 0.069
H 3.77718 -0.44804 -1.79378 0.156
H -2.01361 -0.17724 1.63451 0.077
H 3.88345 0.35516 -0.18056 0.066
H 4.42867 1.14555 -1.56730 0.143
H -4.17314 0.59899 1.62736 0.044
H 5.23670 -0.03706 -1.29200 0.184

=====

Arrangement two

14
Properties=species:S:1:pos:R:3:lowdin_charge:R:1 method="wB97M-V/def2-TZVPD" lumo_energy_ev=-4.43 charge=+1
C 0.48013 -1.89248 0.09178 -0.012
C -0.30197 0.80359 -0.26842 -0.310
N 0.44090 -0.48590 -0.04609 0.012
N -0.18619 3.62798 -0.01062 -0.295
N -0.50460 -2.75680 -0.28034 0.202
S 0.12869 2.24368 1.10527 0.747
H 0.09422 1.22442 -1.19823 0.081
H 1.39664 -2.12812 0.53983 0.137
H 1.25026 -0.19048 0.49052 0.098
H -1.37281 0.83559 -0.07635 0.062
H -0.57240 4.37544 0.48329 -0.009
H 0.75222 3.86179 -0.38968 0.038
H -0.17596 -3.65369 -0.53825 0.122
H -1.35257 -2.35131 -0.60665 0.126

=====

Arrangement three

14
Properties=species:S:1:pos:R:3:lowdin_charge:R:1 method="wB97M-V/def2-TZVPD" lumo_energy_ev="-7.62 / -7.00" charge=+1
C 0.90331 -0.51001 -0.08207 -0.572
C 2.04309 0.40370 -0.41286 -0.004
N 1.22146 -1.76785 -0.03249 0.136
N -4.25600 0.59683 0.18350 -0.370
N -0.26044 -0.12559 0.36238 0.107
S -3.25375 -0.28722 -0.65654 0.915
H 1.93575 0.62300 -1.57848 0.145
H 2.87688 -0.22562 -0.26047 0.059
H 2.06965 1.27706 0.21706 0.085
H 1.80462 -2.20382 -0.76809 0.144
H 0.55946 -2.46736 0.38667 0.149
H -4.90391 1.23065 -0.32422 0.092
H -4.47598 0.55802 1.20365 0.114
H -0.39672 0.83387 0.30228 0.001

=====

Relative to the most stable one, in hartree, the structures come out at arrangement one 0.0000; arrangement two 0.0151; arrangement three 0.0463.

=====

Arrangement one

15
Properties=species:S:1:pos:R:3:lowdin_charge:R:1 method="wB97M-V/def2-TZVPD" lumo_energy_ev=0.18 charge=0
C 0.01474 -1.13413 0.36113 -0.204
O 2.61624 0.17729 0.44436 -0.116
C -0.01292 -0.93521 -1.00968 -0.016
C -1.17488 -0.05217 0.16795 -0.275
C -0.74193 1.44429 0.20734 -0.079
H 1.87958 -0.47471 0.55013 -0.027
H -0.33270 -2.05815 0.80534 0.059
H 3.43958 -0.30896 0.53579 0.020
H 0.77335 -0.30342 -1.44680 0.107
H -0.79698 -1.30434 -1.68133 0.093
H -1.99509 -0.14323 -0.56872 0.111
H -1.81920 -0.27597 1.00439 0.131
H -1.20127 1.96111 1.02791 0.064
H 0.33436 1.47314 0.33324 0.061
H -0.98288 1.93445 -0.73106 0.071

=====

Arrangement two

15
Properties=species:S:1:pos:R:3:lowdin_charge:R:1 method="wB97M-V/def2-TZVPD" lumo_energy_ev=1.19 charge=0
C -2.10744 -0.67312 -0.66402 -0.080
C -1.04259 -0.25396 0.33205 -0.304
O -0.21491 0.71557 -0.27417 -0.166
C 0.99206 0.96179 0.42090 -0.288
C 2.13371 0.08986 -0.08855 -0.081
H -2.80126 -1.38025 -0.19455 0.075
H -1.66024 -1.14771 -1.54356 0.077
H -2.67532 0.20240 -0.99454 0.077
H -1.52851 0.16674 1.23069 0.120
H -0.45497 -1.12781 0.66097 0.116
H 0.84683 0.81274 1.50228 0.116
H 1.23871 2.01998 0.26842 0.117
H 3.05828 0.31734 0.45509 0.075
H 2.30559 0.27085 -1.15468 0.076
H 1.91006 -0.97439 0.04367 0.069

=====

Arrangement three

15
Properties=species:S:1:pos:R:3:lowdin_charge:R:1 method="wB97M-V/def2-TZVPD" lumo_energy_ev=1.07 charge=0
C -0.99063 0.90412 1.55724 -0.107
C -0.26162 0.81997 0.21877 -0.233
C -0.24286 -0.58043 -0.39409 -0.466
C 0.44750 -0.56642 -1.75546 -0.064
O 0.41518 -1.47016 0.50345 -0.043
H -0.52580 0.23885 2.29149 0.071
H -2.04499 0.61824 1.45929 0.074
H -0.95981 1.92522 1.95390 0.069
H -0.71563 1.51191 -0.50455 0.113
H 0.78403 1.13131 0.35102 0.116
H -1.28211 -0.93059 -0.52217 0.141
H -0.16099 -0.03342 -2.49247 0.082
H 1.41892 -0.05901 -1.68557 0.085
H 0.61463 -1.58262 -2.13662 0.081
H 1.14176 -1.87560 0.02024 0.079

=====

Relative to the most stable one, in hartree, the structures come out at arrangement one 0.1795; arrangement two 0.0154; arrangement three 0.0000.

=====

Arrangement one

13
Properties=species:S:1:pos:R:3:lowdin_charge:R:1 method="wB97M-V/def2-TZVPD" lumo_energy_ev="-5.45 / -5.45" charge=+1
C 0.23951 1.83583 0.58216 -0.063
C -1.04062 -0.08980 -0.24751 -0.180
C 0.24257 0.51276 0.86400 -0.134
N 2.21429 -0.68502 -0.14623 0.135
N 1.50055 -0.49927 0.78701 0.027
N -0.85719 -1.28792 -0.73164 0.060
O 0.19723 2.94733 0.34154 0.347
H -1.87648 -0.11887 0.44821 0.135
H -1.30095 0.57145 -0.99700 0.111
H -0.03539 0.50130 1.95095 0.182
H 2.15912 -0.08229 -0.98508 0.112
H -0.89625 -2.18990 -0.20065 0.161
H -0.54637 -1.41560 -1.66576 0.106

=====

Arrangement two

13
Properties=species:S:1:pos:R:3:lowdin_charge:R:1 method="wB97M-V/def2-TZVPD" lumo_energy_ev=-3.35 charge=+1
C -0.66963 1.29700 0.02703 0.005
C -1.80322 0.56452 -0.07691 -0.113
C -0.04065 -0.83418 0.02562 -0.148
N 0.40080 0.37717 0.00510 -0.103
N 0.44079 -2.09759 0.08012 0.205
N 1.64896 0.85157 0.29336 0.141
O -1.62022 -0.73169 0.07413 0.106
H -0.66676 2.37559 0.14898 0.145
H -2.79742 0.99438 -0.26296 0.160
H 1.39496 -2.41411 -0.25653 0.170
H -0.24188 -2.87999 0.10953 0.154
H 1.52172 1.92424 0.10225 0.167
H 2.43256 0.57308 -0.26972 0.113

=====

Relative to the most stable one, in hartree, the structures come out at arrangement one 0.0732; arrangement two 0.0000.

=====

Arrangement one

18
Properties=species:S:1:pos:R:3:lowdin_charge:R:1 method="wB97M-V/def2-TZVPD" lumo_energy_ev=-0.24 charge=0
C -1.03056 1.46548 -0.78478 -0.069
C -0.83566 0.38298 0.24034 -0.143
C -0.98612 -0.95161 -0.03791 -0.120
C -0.52517 -1.97905 0.92359 -0.065
H -2.04344 1.87639 -0.76519 0.088
H -0.28416 2.23920 -0.63272 0.057
H -0.88422 1.10902 -1.82168 0.102
H -0.83110 0.74253 1.26362 0.160
H -1.43832 -1.21670 -0.99597 0.153
H 0.48432 -1.61864 1.23206 0.087
H -1.08473 -2.05146 1.85446 0.092
H -0.39644 -2.95173 0.45789 0.087
H 1.85919 -1.26150 -0.66268 -0.045
H 1.87855 0.87272 -0.07093 -0.041
O 1.95683 -0.60318 0.02738 -0.386
H 0.16799 -0.26360 -0.21775 0.169
H 2.38487 2.35074 0.13074 0.025
O 1.60815 1.85842 -0.14045 -0.152

=====

Arrangement two

18
Properties=species:S:1:pos:R:3:lowdin_charge:R:1 method="wB97M-V/def2-TZVPD" lumo_energy_ev=1.03 charge=0
O 0.51555 1.97101 1.27109 -0.196
C -0.17527 2.19699 2.52221 -0.109
C -0.36842 0.60899 -2.10137 -0.146
C -0.41422 1.56803 0.25768 -0.250
C 0.41705 0.90296 -0.86346 -0.265
H -1.01287 2.91132 2.45319 0.085
H 0.58387 2.61012 3.20750 0.086
H -0.55350 1.25112 2.94514 0.084
H -0.80578 1.54635 -2.48436 0.077
H -1.17508 -0.13446 -1.98659 0.077
H 0.35611 0.23049 -2.84191 0.077
H -0.97155 2.38019 -0.24753 0.124
H -1.15378 0.83288 0.62921 0.124
H 1.00900 0.02151 -0.55029 0.119
H 1.12377 1.66444 -1.24574 0.114
O 0.59867 -6.60282 -0.17506 -0.091
H 1.52660 -6.39518 -0.42820 0.046
H 0.49985 -7.56393 -0.36151 0.046

=====

Arrangement three

18
Properties=species:S:1:pos:R:3:lowdin_charge:R:1 method="wB97M-V/def2-TZVPD" lumo_energy_ev=0.89 charge=0
C -0.77394 -0.93409 -2.02195 -0.095
C -1.36698 -0.38434 -0.63240 -0.156
C -0.79503 -0.69251 0.60915 -0.227
C -1.40098 -0.37410 1.88980 -0.141
H 0.04737 -1.68398 -2.02454 0.073
H -1.71785 -1.31994 -2.48549 0.064
H -0.50096 -0.18345 -2.79554 0.063
H -2.21259 0.34338 -0.67355 0.111
H 0.28400 -1.15974 0.61823 0.142
H -2.37110 0.14605 1.79375 0.081
H -1.58209 -1.17492 2.62836 0.083
H -0.76100 0.36686 2.43194 0.090
H -0.22045 1.28327 -0.05583 0.083
H 1.56444 2.06740 0.05585 0.043
O 0.69332 1.76099 -0.21102 -0.137
H 1.97303 0.59661 0.18942 -0.026
H 3.39674 -0.24732 -0.27874 0.049
O 2.82193 0.14851 0.40209 -0.100

=====

Relative to the most stable one, in hartree, the structures come out at arrangement one 0.1070; arrangement two 0.0000; arrangement three 0.0653.